1.
Molecular formula: C25H47BF9N2O13P3S
Method: DFT, ωB97M-V/def2-TZVPD

Bonds (Å) are listed after each position.
Atoms and positions in Å:
1 C 1.578 -0.179 4.323  O2 1.441, H33 1.090, H34 1.093, H35 1.094
2 O 1.286 0.276 2.988  C1 1.441, B3 1.350
3 B 1.014 -0.709 2.106  O2 1.350, O4 1.397, C5 1.610
4 O 0.639 -1.978 2.553  B3 1.397, H36 0.966
5 C 1.061 -0.504 0.509  B3 1.610, C6 1.486, P8 1.861, C10 1.600
6 C 2.189 0.423 0.233  C5 1.486, N7 1.161
7 N 2.939 1.249 -0.084  C6 1.161
8 P 1.524 -2.158 -0.209  C5 1.861, O9 1.483, H37 1.415, H38 1.413
9 O 2.684 -2.719 0.526  P8 1.483
10 C -0.296 0.098 -0.086  C5 1.600, C11 1.486, C13 1.554, C19 1.543
11 C -0.383 1.488 0.435  C10 1.486, N12 1.158
12 N -0.456 2.605 0.731  C11 1.158
13 C -1.453 -0.713 0.561  C10 1.554, C14 1.553, H39 1.093, H40 1.097
14 C -2.786 -0.712 -0.238  C13 1.553, C15 1.534, H41 1.098, H42 1.094
15 C -3.542 0.623 -0.200  C14 1.534, C16 1.526, H43 1.092, H44 1.099
16 C -3.876 1.081 1.216  C15 1.526, O17 1.196, O18 1.381
17 O -4.375 0.377 2.044  C16 1.196
18 O -3.572 2.399 1.498  C16 1.381, H45 0.967
19 C -0.183 -0.004 -1.622  C10 1.543, C20 1.545, H46 1.100, H47 1.093
20 C -1.058 0.975 -2.438  C19 1.545, C21 1.553, H48 1.091, H49 1.095
21 C -0.557 1.136 -3.898  C20 1.553, F22 1.346, F23 1.347, C24 1.547
22 F -1.659 1.405 -4.623  C21 1.346
23 F -0.054 -0.065 -4.245  C21 1.347
24 C 0.503 2.259 -3.988  C21 1.547, F25 1.339, F26 1.323, S27 1.898
25 F 1.638 1.744 -3.500  C24 1.339
26 F 0.227 3.295 -3.214  C24 1.323
27 S 0.881 2.918 -5.728  C24 1.898, F28 1.581, F29 1.584, F30 1.604, F31 1.597, F32 1.584
28 F 0.403 1.573 -6.407  S27 1.581
29 F -0.543 3.600 -5.840  S27 1.584
30 F 1.426 4.287 -5.095  S27 1.604
31 F 2.385 2.384 -5.654  S27 1.597
32 F 1.224 3.472 -7.171  S27 1.584
33 H 0.723 -0.665 4.794  C1 1.090
34 H 2.486 -0.786 4.315  C1 1.093
35 H 1.806 0.708 4.923  C1 1.094
36 H 1.412 -2.508 2.788  O4 0.966
37 H 0.405 -3.003 -0.017  P8 1.415
38 H 1.809 -2.029 -1.587  P8 1.413
39 H -1.196 -1.768 0.678  C13 1.093
40 H -1.722 -0.325 1.552  C13 1.097
41 H -3.424 -1.439 0.282  C14 1.098
42 H -2.628 -1.117 -1.241  C14 1.094
43 H -3.041 1.456 -0.697  C15 1.092
44 H -4.499 0.488 -0.724  C15 1.099
45 H -2.666 2.450 1.832  O18 0.967
46 H -0.518 -1.017 -1.887  C19 1.100
47 H 0.853 0.045 -1.964  C19 1.093
48 H -1.249 1.936 -1.957  C20 1.091
49 H -2.037 0.502 -2.560  C20 1.095
50 C 8.025 1.256 3.869  C51 1.518, H61 1.094, H62 1.091, H63 1.091
51 C 8.309 2.734 3.671  C50 1.518, O52 1.423, H64 1.092, H65 1.091
52 O 7.117 3.512 3.697  C51 1.423, P53 1.645
53 P 6.361 3.796 5.130  O52 1.645, O54 1.497, O55 1.652, O58 1.634
54 O 7.489 4.227 6.015  P53 1.497
55 O 5.679 5.275 4.855  P53 1.652, C56 1.430
56 C 5.705 6.281 5.870  O55 1.430, C57 1.515, H66 1.090, H67 1.092
57 C 6.727 7.345 5.526  C56 1.515, H68 1.090, H69 1.092, H70 1.091
58 O 4.967 3.052 4.716  P53 1.634, C59 1.441
59 C 4.332 3.349 3.457  O58 1.441, C60 1.511, H71 1.086, H72 1.092
60 C 4.319 2.120 2.579  C59 1.511, H73 1.090, H74 1.084, H75 1.092
61 H 7.449 1.083 4.782  C50 1.094
62 H 8.957 0.693 3.929  C50 1.091
63 H 7.440 0.860 3.037  C50 1.091
64 H 9.021 3.091 4.417  C51 1.092
65 H 8.768 2.893 2.694  C51 1.091
66 H 5.909 5.845 6.848  C56 1.090
67 H 4.708 6.725 5.914  C56 1.092
68 H 7.703 6.905 5.319  C57 1.090
69 H 6.834 8.063 6.342  C57 1.092
70 H 6.426 7.884 4.626  C57 1.091
71 H 4.807 4.176 2.937  C59 1.086
72 H 3.308 3.656 3.682  C59 1.092
73 H 5.331 1.746 2.422  C60 1.090
74 H 3.884 2.346 1.612  C60 1.084
75 H 3.747 1.316 3.045  C60 1.092
76 C -8.177 -4.880 -0.887  C77 1.518, H87 1.094, H88 1.091, H89 1.091
77 C -7.121 -5.879 -1.322  C76 1.518, O78 1.425, H90 1.091, H91 1.091
78 O -6.396 -5.422 -2.461  C77 1.425, P79 1.647
79 P -5.272 -4.230 -2.290  O78 1.647, O80 1.501, O81 1.657, O84 1.639
80 O -4.471 -4.766 -1.139  P79 1.501
81 O -4.188 -4.621 -3.481  P79 1.657, C82 1.429
82 C -2.783 -4.538 -3.234  O81 1.429, C83 1.515, H92 1.092, H93 1.093
83 C -2.198 -5.925 -3.063  C82 1.515, H94 1.090, H95 1.092, H96 1.091
84 O -6.026 -3.223 -3.341  P79 1.639, C85 1.438
85 C -6.453 -3.701 -4.629  O84 1.438, C86 1.512, H97 1.086, H98 1.092
86 C -7.960 -3.643 -4.727  C85 1.512, H99 1.089, H100 1.091, H101 1.091
87 H -7.742 -3.891 -0.718  C76 1.094
88 H -8.660 -5.212 0.033  C76 1.091
89 H -8.945 -4.770 -1.653  C76 1.091
90 H -6.444 -6.106 -0.497  C77 1.091
91 H -7.597 -6.818 -1.608  C77 1.091
92 H -2.576 -3.917 -2.360  C82 1.092
93 H -2.329 -4.048 -4.098  C82 1.093
94 H -2.743 -6.496 -2.311  C83 1.090
95 H -1.147 -5.873 -2.769  C83 1.092
96 H -2.269 -6.485 -3.997  C83 1.091
97 H -6.103 -4.708 -4.834  C85 1.086
98 H -6.005 -3.044 -5.377  C85 1.092
99 H -8.423 -4.219 -3.927  C86 1.089
100 H -8.297 -4.046 -5.683  C86 1.091
101 H -8.316 -2.616 -4.632  C86 1.091

As for the HOMO energy: -9.91 eV. Its total energy is -120121.082 eV. The value obtained for the HOMO-LUMO gap is 0.3245 Ha. As for the LUMO energy: -1.1 eV.

---

2.
Molecular formula: C3H2Cl2O2
Method: DFT, ωB97M-V/def2-TZVPD

Bonds (Å) are listed after each position.
Atoms and positions in Å:
1 C -0.227 0.569 0.179  O4 1.191, O5 1.311, H8 1.182
2 C 2.182 -0.428 -0.276  C3 1.200, Cl6 1.641
3 C 1.148 -1.027 -0.160  C2 1.200, O5 1.320
4 O -1.279 1.102 0.341  C1 1.191
5 O -0.119 -0.732 0.065  C1 1.311, C3 1.320
6 Cl 3.777 -0.171 -0.560  C2 1.641
7 Cl -3.779 -0.557 0.128  H9 1.430
8 H 0.829 1.102 0.165  C1 1.182
9 H -2.532 0.142 0.117  Cl7 1.430

As for the HOMO energy (alpha / beta): -7.18 / -10.54 eV. As for the expectation value of S²: 2.01. Its total energy is -32275.565 eV. The value obtained for the HOMO-LUMO gap (alpha / beta) is 0.2732 / 0.2406 Ha. The energy above the lowest of the compared OMol25 structures with the same formula, charge and spin is 79.3 kcal/mol. As for the LUMO energy (alpha / beta): 0.3 / -4.0 eV. The spin multiplicity is 3.

---

3.
Molecular formula: CH3O4P
Method: DFT, ωB97M-V/def2-TZVPD

Bonds (Å) are listed after each position.
Atoms and positions in Å:
1 C -1.004 -1.327 -0.351  O5 1.526, H7 1.216, H8 1.204
2 O 0.504 1.691 2.247  P6 1.486
3 O 1.916 1.353 0.226  P6 1.500
4 O -0.294 2.750 0.063  P6 1.500
5 O -0.001 -1.518 -1.485  C1 1.526, H9 0.925
6 P 0.572 1.745 0.763  O2 1.486, O3 1.500, O4 1.500
7 H -0.433 -1.736 0.642  C1 1.216
8 H -1.815 -2.176 -0.618  C1 1.204
9 H 0.557 -0.780 -1.487  O5 0.925

As for the HOMO energy: 1.87 eV. Its total energy is -18562.660 eV. The value obtained for the HOMO-LUMO gap is 0.1918 Ha. As for the net charge: -2. The energy above the lowest of the compared OMol25 structures with the same formula, charge and spin is 50.1 kcal/mol. As for the LUMO energy: 7.1 eV.